Here is a molecular structure, C38H80AsF24N7O16S6 in a non-equilibrium geometry from the Open Molecules 2025 dataset. Energies are from wB97M-V/def2-TZVPD.

Geometry (Å):
C1 -2.41 -6.94 0.28
C2 -0.95 -6.86 0.62
N1 -0.55 -6.82 2.03
C3 1.00 -6.53 2.04
C4 -1.18 -5.63 2.84
C5 -1.05 -4.30 2.14
C6 -0.77 -8.14 2.68
C7 -0.88 -8.18 4.19
O1 0.26 -7.72 4.80
C8 0.09 -7.66 6.21
H1 -2.94 -6.12 0.80
H2 -2.90 -7.89 0.40
H3 -2.43 -6.73 -0.77
H4 -0.58 -5.97 0.13
H5 -0.47 -7.71 0.19
H6 1.31 -6.54 3.07
H7 1.18 -5.60 1.46
H8 1.51 -7.30 1.44
H9 -0.69 -5.57 3.82
H10 -2.26 -5.90 2.94
H11 -1.12 -3.47 2.85
H12 -1.77 -4.14 1.31
H13 -0.03 -4.13 1.77
H14 0.02 -8.77 2.25
H15 -1.73 -8.49 2.29
H16 -1.08 -9.21 4.52
H17 -1.68 -7.54 4.57
H18 0.01 -8.64 6.71
H19 -0.75 -6.99 6.52
H20 1.02 -7.29 6.66
C9 -4.26 -0.52 -4.48
C10 -3.12 -0.01 -3.73
N2 -2.59 1.39 -4.09
C11 -1.55 1.64 -3.00
C12 -2.11 1.44 -5.48
C13 -1.28 0.24 -5.91
C14 -3.75 2.32 -4.00
C15 -3.56 3.76 -4.30
O2 -2.83 4.40 -3.23
C16 -3.65 4.89 -2.18
H21 -4.39 -1.61 -4.41
H22 -4.17 -0.45 -5.54
H23 -5.21 -0.14 -4.10
H24 -2.29 -0.70 -3.85
H25 -3.35 0.07 -2.62
H26 -2.11 1.88 -2.07
H27 -1.07 2.61 -3.22
H28 -0.87 0.80 -2.84
H29 -1.54 2.33 -5.74
H30 -2.97 1.50 -6.17
H31 -0.32 0.13 -5.35
H32 -0.94 0.43 -6.91
H33 -1.84 -0.66 -5.88
H34 -4.12 2.24 -2.95
H35 -4.53 1.87 -4.64
H36 -4.58 4.20 -4.44
H37 -2.98 3.89 -5.20
H38 -4.48 4.21 -2.08
H39 -4.03 5.86 -2.40
H40 -3.08 4.82 -1.28
C17 1.08 6.04 -1.50
C18 2.43 5.47 -1.06
N3 3.42 5.26 -2.24
C19 4.69 4.73 -1.65
C20 2.77 4.24 -3.25
C21 3.68 3.53 -4.24
C22 3.72 6.53 -3.06
C23 4.06 7.74 -2.27
O3 5.52 7.67 -2.06
C24 6.12 8.59 -1.20
H41 0.48 5.35 -2.07
H42 1.19 6.99 -2.07
H43 0.58 6.28 -0.54
H44 2.37 4.44 -0.63
H45 2.92 6.06 -0.29
H46 5.03 5.48 -0.94
H47 5.47 4.67 -2.44
H48 4.44 3.78 -1.21
H49 1.97 4.83 -3.74
H50 2.16 3.69 -2.56
H51 4.21 4.19 -4.91
H52 3.14 2.87 -4.93
H53 4.41 2.91 -3.74
H54 2.89 6.81 -3.70
H55 4.50 6.33 -3.79
H56 3.52 7.81 -1.33
H57 3.86 8.68 -2.83
H58 6.46 9.49 -1.81
H59 6.97 8.14 -0.69
H60 5.45 9.06 -0.47
C25 5.61 -0.88 1.51
C26 4.48 -1.81 1.04
N4 3.07 -1.40 1.48
C27 2.12 -2.52 1.13
C28 3.12 -1.05 2.95
C29 1.77 -0.82 3.67
C30 2.58 -0.15 0.85
C31 2.60 0.02 -0.65
O4 2.15 -1.12 -1.40
C32 2.08 -0.81 -2.79
H61 5.65 0.14 1.12
H62 6.53 -1.42 1.24
H63 5.72 -0.87 2.62
H64 4.60 -2.79 1.47
H65 4.40 -1.99 -0.05
H66 1.13 -2.17 1.15
H67 2.28 -3.33 1.84
H68 2.43 -2.92 0.17
H69 3.81 -0.25 3.11
H70 3.63 -1.96 3.33
H71 1.84 -0.84 4.77
H72 1.01 -1.54 3.37
H73 1.31 0.15 3.46
H74 3.22 0.67 1.26
H75 1.55 0.02 1.20
H76 3.61 0.23 -0.98
H77 2.05 0.92 -0.90
H78 1.41 0.03 -2.94
H79 1.74 -1.70 -3.29
H80 3.08 -0.55 -3.06
As1 4.76 3.33 2.41
F1 3.85 2.75 0.98
F2 5.36 4.77 1.44
F3 5.65 3.82 3.76
F4 4.14 1.94 3.31
F5 6.12 2.36 1.81
F6 3.36 4.33 2.78
C33 -6.08 4.43 7.08
F7 -6.91 5.56 7.10
F8 -4.89 4.95 6.73
F9 -6.04 3.88 8.24
S1 -6.91 3.25 5.90
O5 -8.23 2.90 6.39
O6 -6.68 3.93 4.66
N5 -5.98 2.05 6.30
S2 -5.07 1.12 5.41
O7 -5.73 0.03 4.72
O8 -4.12 1.90 4.61
C34 -4.04 0.20 6.72
F10 -4.63 -0.89 7.18
F11 -2.98 -0.13 6.13
F12 -3.76 0.98 7.83
C35 -0.67 -3.84 -2.05
F13 -1.36 -4.60 -1.13
F14 -0.25 -2.68 -1.49
F15 0.45 -4.51 -2.38
S3 -1.59 -3.47 -3.67
O9 -2.90 -3.20 -3.16
O10 -0.90 -2.38 -4.23
N6 -1.36 -4.67 -4.71
S4 -2.15 -6.08 -4.63
O11 -3.13 -6.12 -3.58
O12 -2.36 -6.53 -5.94
C36 -0.84 -7.27 -4.03
F16 -0.31 -7.06 -2.78
F17 -1.44 -8.45 -3.95
F18 0.14 -7.41 -4.88
C37 -2.50 -0.33 2.33
F19 -1.60 -0.15 3.26
F20 -2.82 -1.62 2.29
F21 -3.53 0.48 2.42
S5 -1.76 0.11 0.66
O13 -0.54 -0.67 0.61
O14 -2.85 -0.22 -0.26
N7 -1.60 1.70 0.51
S6 -0.47 2.47 1.15
O15 0.09 1.86 2.34
O16 0.41 3.15 0.18
C38 -1.32 3.97 1.82
F22 -2.24 3.69 2.72
F23 -0.43 4.79 2.29
F24 -1.98 4.59 0.74

Computed properties:
* spin multiplicity: 1
* E_LUMO: -0.63 eV
* Kohn-Sham gap: 6.92 eV

Here are the Löwdin charges for atoms 1 to 99, given in e: -0.03, -0.22, -0.24, 0.05, -0.12, -0.06, -0.08, -0.24, -0.20, -0.09, 0.10, 0.08, 0.07, 0.10, 0.13, 0.10, 0.09, 0.11, 0.13, 0.15, 0.09, 0.10, 0.05, 0.15, 0.14, 0.14, 0.12, 0.10, 0.11, 0.10, -0.07, -0.18, -0.24, 0.04, -0.19, -0.05, -0.13, -0.18, -0.20, -0.07, 0.10, 0.08, 0.09, 0.08, 0.14, 0.09, 0.11, 0.10, 0.13, 0.14, 0.10, 0.08, 0.06, 0.16, 0.14, 0.15, 0.11, 0.09, 0.09, 0.07, -0.04, -0.15, -0.23, 0.01, -0.14, -0.06, -0.11, -0.16, -0.21, -0.11, 0.06, 0.09, 0.10, 0.11, 0.13, 0.09, 0.12, 0.09, 0.12, 0.11, 0.08, 0.09, 0.07, 0.13, 0.13, 0.12, 0.14, 0.10, 0.09, 0.09, -0.05, -0.14, -0.25, 0.01, -0.16, -0.02, -0.11, -0.17, -0.21

=====

Here is a molecular structure, C38H80N4O6Zr in a non-equilibrium geometry from the Open Molecules 2025 dataset. Energies are from wB97M-V/def2-TZVPD.

Geometry (Å):
Zr1 -0.04 -0.02 0.02
C1 1.24 3.35 -3.11
C2 0.63 2.02 -3.62
C3 0.63 2.03 -5.16
C4 1.99 1.71 -5.83
C5 2.49 0.38 -5.25
C6 2.53 0.33 -3.72
N1 1.29 0.82 -3.13
O1 1.21 0.64 -1.74
C7 3.82 1.06 -3.24
C8 2.77 -1.16 -3.44
C9 -0.89 2.07 -3.36
H1 1.20 3.35 -2.03
H2 0.71 4.23 -3.48
H3 2.22 3.41 -3.59
H4 0.35 3.01 -5.56
H5 -0.10 1.36 -5.61
H6 2.75 2.49 -5.84
H7 1.75 1.55 -6.88
H8 3.45 0.30 -5.77
H9 1.90 -0.46 -5.63
H10 4.17 0.53 -2.35
H11 3.62 2.08 -2.92
H12 4.69 0.98 -3.90
H13 2.90 -1.33 -2.37
H14 3.72 -1.47 -3.89
H15 2.05 -1.88 -3.80
H16 -1.17 1.69 -2.37
H17 -1.54 1.47 -4.01
H18 -1.30 3.08 -3.46
C10 -0.17 -2.39 3.37
C11 -1.51 -1.75 3.78
C12 -1.44 -1.41 5.28
C13 -2.64 -0.70 5.80
C14 -2.83 0.57 4.97
C15 -2.96 0.39 3.46
N2 -1.82 -0.49 3.06
O2 -1.50 -0.48 1.70
C16 -2.80 1.74 2.78
C17 -4.32 -0.25 3.16
C18 -2.60 -2.83 3.59
H19 -0.08 -3.36 3.85
H20 0.60 -1.66 3.61
H21 -0.17 -2.54 2.30
H22 -0.61 -0.70 5.33
H23 -1.10 -2.30 5.81
H24 -2.55 -0.24 6.80
H25 -3.55 -1.30 5.93
H26 -2.12 1.34 5.29
H27 -3.76 1.04 5.32
H28 -3.72 2.28 3.03
H29 -2.76 1.62 1.70
H30 -1.93 2.30 3.11
H31 -5.05 0.56 3.13
H32 -4.74 -1.01 3.82
H33 -4.34 -0.67 2.15
H34 -2.96 -2.75 2.56
H35 -3.45 -2.69 4.26
H36 -2.25 -3.82 3.86
C19 3.70 2.28 0.16
C20 3.85 1.53 1.50
C21 4.54 2.53 2.44
C22 4.54 2.29 3.95
C23 3.07 2.12 4.38
C24 2.28 1.15 3.50
N3 2.52 1.31 2.06
O3 1.71 0.54 1.25
C25 0.83 1.49 3.85
C26 2.70 -0.28 3.95
C27 4.79 0.32 1.32
H37 3.23 3.26 0.29
H38 3.12 1.76 -0.61
H39 4.67 2.43 -0.31
H40 4.01 3.49 2.34
H41 5.60 2.77 2.29
H42 4.96 3.21 4.37
H43 5.18 1.43 4.16
H44 2.70 3.13 4.57
H45 3.11 1.78 5.42
H46 0.54 1.12 4.83
H47 0.08 1.01 3.21
H48 0.61 2.56 3.79
H49 2.27 -0.69 4.86
H50 3.78 -0.32 4.07
H51 2.49 -1.01 3.16
H52 5.77 0.63 0.95
H53 4.33 -0.35 0.59
H54 4.95 -0.27 2.23
C28 -4.25 -0.43 -3.08
C29 -3.79 -1.47 -2.03
C30 -4.48 -2.82 -2.25
C31 -3.89 -3.54 -3.45
C32 -2.41 -3.72 -3.37
C33 -1.66 -2.37 -3.07
N4 -2.36 -1.65 -1.96
O4 -1.66 -0.61 -1.38
C34 -1.56 -1.59 -4.40
C35 -0.28 -2.77 -2.61
C36 -4.38 -0.99 -0.68
H55 -4.49 -0.88 -4.04
H56 -3.50 0.29 -3.39
H57 -5.14 0.09 -2.73
H58 -5.55 -2.72 -2.44
H59 -4.43 -3.47 -1.37
H60 -4.13 -3.03 -4.39
H61 -4.44 -4.47 -3.64
H62 -2.07 -4.10 -4.33
H63 -2.16 -4.51 -2.66
H64 -1.04 -0.64 -4.23
H65 -2.53 -1.30 -4.81
H66 -0.91 -2.08 -5.12
H67 -0.21 -3.43 -1.74
H68 0.34 -1.88 -2.46
H69 0.25 -3.36 -3.37
H70 -4.35 0.10 -0.61
H71 -3.93 -1.51 0.17
H72 -5.48 -1.05 -0.67
C37 0.14 3.14 0.49
O5 -0.79 2.07 0.21
H73 1.07 2.95 -0.04
H74 -0.20 4.13 0.16
H75 0.39 3.15 1.55
H76 -1.67 2.47 0.23
C38 1.96 -2.44 0.07
O6 0.58 -2.06 0.15
H77 1.96 -3.53 0.19
H78 2.55 -2.28 -0.83
H79 2.51 -2.22 0.98
H80 0.14 -2.81 0.56

Computed properties:
* spin multiplicity: 1
* E_LUMO: 0.34 eV
* Kohn-Sham gap: 6.87 eV
* energy above the lowest of the compared OMol25 structures with the same formula, charge and spin: 0.000 eV

Here are the Löwdin charges for atoms 1 to 99, given in e: 2.00, -0.01, -0.48, -0.15, -0.17, -0.15, -0.49, -0.12, -0.33, -0.02, -0.05, -0.05, 0.05, 0.08, 0.07, 0.12, 0.11, 0.11, 0.11, 0.12, 0.11, 0.07, 0.06, 0.08, 0.04, 0.09, 0.07, 0.05, 0.06, 0.09, 0.00, -0.49, -0.15, -0.18, -0.15, -0.49, -0.15, -0.35, -0.02, -0.02, -0.03, 0.09, 0.06, 0.05, 0.10, 0.13, 0.11, 0.11, 0.12, 0.12, 0.09, 0.06, 0.08, 0.08, 0.07, 0.06, 0.08, 0.06, 0.08, -0.04, -0.48, -0.16, -0.18, -0.15, -0.46, -0.13, -0.33, -0.04, -0.03, -0.02, 0.08, 0.04, 0.09, 0.12, 0.12, 0.11, 0.10, 0.11, 0.12, 0.08, 0.05, 0.08, 0.08, 0.07, 0.06, 0.08, 0.07, 0.07, -0.03, -0.50, -0.14, -0.21, -0.14, -0.46, -0.13, -0.33, -0.02, -0.06, -0.05

=====

Here is a molecular structure, C38H81IN9O7P3S3 in a non-equilibrium geometry from the Open Molecules 2025 dataset. Energies are from wB97M-V/def2-TZVPD.

Geometry (Å):
C1 1.89 -0.70 4.26
C2 1.84 -1.76 3.42
C3 2.80 -2.01 2.27
C4 4.27 -2.02 2.78
C5 4.56 -2.55 4.19
C6 4.90 -4.06 4.32
S1 3.82 -5.08 5.36
C7 2.89 -3.99 6.38
S2 3.58 -2.97 7.45
N1 1.51 -4.05 6.27
C8 0.80 -4.47 5.16
C9 -0.53 -4.34 5.41
N2 -0.67 -3.85 6.71
C10 0.52 -3.70 7.20
C11 2.63 -0.94 1.09
C12 1.41 0.00 1.22
C13 0.00 -0.56 1.28
C14 -0.94 0.47 1.99
C15 -1.72 -0.14 3.19
C16 -3.20 0.29 3.19
C17 -4.16 -0.83 3.64
C18 -4.47 -1.77 2.45
C19 -3.54 -3.00 2.43
C20 -4.02 -4.03 1.39
C21 -2.85 -5.03 1.09
C22 -2.20 -4.70 -0.26
C23 -1.25 -5.84 -0.66
O1 -0.48 -6.24 0.45
C24 0.80 -6.72 0.10
C25 2.97 -1.48 -0.33
I1 1.30 -1.90 -1.63
P1 4.01 -0.21 -1.36
N3 3.90 1.34 -0.66
O2 5.59 -0.62 -1.15
C26 3.81 -2.76 -0.31
O3 3.12 -3.89 0.23
S3 2.30 -3.62 1.57
O4 2.62 -4.68 2.49
O5 0.90 -3.60 1.27
H1 2.72 -0.43 4.90
H2 1.00 -0.07 4.34
H3 1.02 -2.46 3.55
H4 4.84 -2.67 2.11
H5 4.76 -1.05 2.68
H6 3.86 -2.23 4.96
H7 5.50 -2.07 4.48
H8 4.91 -4.49 3.32
H9 5.92 -4.17 4.69
H10 1.22 -4.83 4.24
H11 -1.32 -4.56 4.71
H12 0.79 -3.36 8.19
H13 3.47 -0.27 1.29
H14 1.58 0.63 2.09
H15 1.46 0.70 0.38
H16 -0.47 -0.72 0.31
H17 -0.12 -1.49 1.83
H18 -0.42 1.38 2.29
H19 -1.70 0.78 1.28
H20 -1.31 0.28 4.11
H21 -1.62 -1.22 3.27
H22 -3.33 1.15 3.85
H23 -3.53 0.61 2.20
H24 -5.11 -0.34 3.89
H25 -3.76 -1.38 4.49
H26 -4.43 -1.23 1.50
H27 -5.48 -2.17 2.57
H28 -2.52 -2.74 2.13
H29 -3.53 -3.46 3.42
H30 -4.85 -4.62 1.78
H31 -4.26 -3.50 0.46
H32 -2.09 -4.90 1.86
H33 -3.24 -6.05 1.09
H34 -2.97 -4.61 -1.02
H35 -1.62 -3.78 -0.18
H36 -0.60 -5.45 -1.46
H37 -1.83 -6.68 -1.05
H38 0.79 -7.19 -0.89
H39 1.55 -5.93 0.07
H40 1.08 -7.48 0.82
H41 2.99 1.76 -0.74
H42 4.29 1.43 0.27
H43 5.81 -0.77 -0.22
H44 3.97 -3.00 -1.37
H45 4.81 -2.62 0.10
O6 1.15 2.87 -4.72
P2 1.90 2.14 -5.80
N4 3.48 2.81 -5.57
C27 4.51 2.90 -6.60
C28 4.12 2.47 -4.30
N5 1.10 2.86 -7.16
C29 1.79 3.70 -8.13
C30 -0.19 3.48 -6.87
N6 2.48 0.81 -6.79
C31 1.65 0.33 -7.91
C32 2.67 -0.40 -5.94
H46 4.90 1.92 -6.90
H47 5.34 3.49 -6.21
H48 4.17 3.43 -7.48
H49 4.54 1.46 -4.29
H50 3.41 2.55 -3.47
H51 4.93 3.17 -4.08
H52 2.17 4.63 -7.68
H53 1.12 3.96 -8.94
H54 2.61 3.17 -8.61
H55 -0.08 4.47 -6.41
H56 -0.79 2.86 -6.20
H57 -0.77 3.60 -7.79
H58 0.62 0.13 -7.62
H59 2.08 -0.59 -8.31
H60 1.64 1.03 -8.74
H61 1.72 -0.79 -5.55
H62 3.31 -0.19 -5.08
H63 3.16 -1.20 -6.50
O7 -3.45 3.31 1.33
P3 -4.01 4.55 0.69
N7 -4.31 3.94 -0.90
C33 -4.36 4.73 -2.12
C34 -5.36 2.92 -0.95
N8 -2.55 5.50 0.72
C35 -1.88 5.94 -0.49
C36 -1.53 5.04 1.66
N9 -4.99 5.99 0.50
C37 -4.56 7.24 1.15
C38 -6.35 5.71 1.06
H64 -5.22 5.42 -2.16
H65 -4.44 4.06 -2.98
H66 -3.45 5.30 -2.28
H67 -6.37 3.34 -0.91
H68 -5.25 2.22 -0.12
H69 -5.28 2.34 -1.87
H70 -1.48 5.11 -1.09
H71 -1.05 6.60 -0.23
H72 -2.53 6.56 -1.11
H73 -0.96 4.18 1.27
H74 -1.96 4.75 2.61
H75 -0.82 5.85 1.86
H76 -4.32 7.11 2.20
H77 -5.37 7.98 1.07
H78 -3.71 7.68 0.65
H79 -6.31 5.55 2.14
H80 -6.78 4.81 0.61
H81 -7.03 6.53 0.85

Computed properties:
* spin multiplicity: 1
* E_LUMO: -0.73 eV
* Kohn-Sham gap: 7.70 eV

Here are the Löwdin charges for atoms 1 to 99, given in e: 0.07, -0.14, -0.35, -0.13, -0.23, -0.43, 0.93, -1.07, 0.70, -0.13, -0.12, -0.09, 0.07, -0.16, -0.30, -0.19, -0.22, -0.17, -0.19, -0.21, -0.20, -0.20, -0.22, -0.19, -0.19, -0.18, -0.24, -0.20, -0.10, -0.85, 1.03, 0.78, -0.16, -0.29, -0.33, -0.23, 0.63, -0.28, -0.28, 0.07, 0.07, 0.10, 0.10, 0.12, 0.02, 0.11, 0.06, 0.07, 0.09, 0.09, 0.11, 0.10, 0.10, 0.10, 0.05, 0.07, 0.10, 0.09, 0.10, 0.09, 0.11, 0.08, 0.10, 0.11, 0.11, 0.11, 0.10, 0.11, 0.11, 0.10, 0.10, 0.11, 0.11, 0.10, 0.11, 0.12, 0.09, 0.06, 0.09, 0.04, 0.04, 0.05, 0.11, 0.10, -0.30, 0.71, -0.30, -0.14, -0.15, -0.33, -0.15, -0.15, -0.27, -0.13, -0.13, 0.08, 0.08, 0.04, 0.06